# 1
19
Properties=species:S:1:pos:R:3:forces:R:3 method="wB97M-V/def2-TZVPD" de_lowest_kj_mol=2.42 smiles="CC(=O)[C@H](Cl)S(C)(=O)=O.O=C=O" orbital_gap_ev=10.67 multiplicity=1 lumo_energy_ev=0.41 mol_weight_g_mol=214.63 total_charge=0
C 2.369 1.676 0.240 -1.0 -1.2 -0.4
C 1.581 0.644 -0.508 0.8 -0.2 -1.2
O 2.105 -0.319 -1.039 -0.4 0.6 0.4
C 0.057 0.773 -0.624 0.2 -3.0 -0.6
Cl -0.647 2.301 -0.620 -0.6 1.6 0.7
S -0.365 -0.383 0.797 -1.3 -0.3 -0.4
C -0.073 -2.152 0.216 1.8 3.5 1.3
O -1.731 -0.129 1.138 -0.6 -0.1 0.0
O 0.628 -0.165 1.807 0.5 -0.2 0.2
H 1.978 2.624 0.084 -0.7 1.9 -0.3
H 3.358 1.620 -0.066 1.9 -0.1 -0.8
H 2.382 1.501 1.278 -0.4 -0.5 1.4
H -0.416 0.268 -1.508 1.1 0.0 0.7
H -0.745 -2.698 -0.335 -2.2 -0.6 -1.1
H 0.807 -1.938 -0.389 0.5 -0.8 0.4
H 0.073 -2.501 1.227 0.6 -0.7 0.0
O -4.303 0.411 0.103 -0.8 0.9 0.6
C -3.792 -0.365 -0.561 1.2 -1.6 -1.1
O -3.265 -1.166 -1.240 -0.5 0.8 0.5

---

# 2
14
Properties=species:S:1:pos:R:3:forces:R:3 method="wB97M-V/def2-TZVPD" de_lowest_kj_mol=317.94 orbital_gap_ev="7.54 / 6.48" multiplicity=1 lumo_energy_ev="-0.90 / -1.61" mol_weight_g_mol=134.63 total_charge=0
C -1.145 1.889 1.120 -0.9 0.5 2.1
C -0.227 1.445 0.298 1.2 1.5 -2.0
C 1.414 -1.667 -0.682 -2.6 2.7 -1.2
C 0.422 -0.861 0.167 -0.2 -2.1 -2.1
C -0.539 0.235 -0.432 0.5 -2.9 1.0
S 0.230 -2.729 -1.648 0.0 0.5 1.7
Cl 0.300 -1.309 1.811 -0.2 0.3 -0.5
H -1.067 2.684 1.907 0.0 -0.6 -1.3
H -2.055 1.241 1.131 0.7 0.8 0.5
H 0.704 1.877 -0.183 -0.9 0.2 1.8
H 1.657 -0.978 -1.483 0.8 0.2 0.1
H 2.263 -2.048 -0.207 0.9 -0.9 0.9
H -1.582 -0.058 -0.325 0.0 -0.2 0.3
H -0.374 0.280 -1.474 0.6 0.0 -1.2

---

# 3
14
Properties=species:S:1:pos:R:3:forces:R:3 method="wB97M-V/def2-TZVPD" de_lowest_kj_mol=572.33 orbital_gap_ev="7.74 / 6.65" multiplicity=1 lumo_energy_ev="-0.37 / -0.48" mol_weight_g_mol=134.63 total_charge=0
C -0.167 -1.814 1.293 0.5 -2.0 0.9
C -0.045 -0.689 0.627 -1.1 3.2 -1.6
C 2.543 -1.543 -0.690 -1.3 1.3 2.9
C 1.029 -0.131 -0.121 3.1 -4.0 -0.1
C -0.237 2.019 -1.358 -1.3 0.3 2.1
S 1.391 1.255 -0.927 -0.8 0.7 -0.5
Cl 3.566 -0.829 -1.788 0.7 0.6 -1.3
H -1.102 -2.088 1.786 0.4 0.1 -0.2
H 0.683 -2.513 1.359 -0.6 0.3 -0.1
H -0.934 0.002 0.560 0.6 -0.8 0.5
H 3.273 -2.014 0.085 -2.0 0.6 -0.8
H -0.211 3.037 -0.854 0.0 -1.1 -0.9
H -1.064 1.447 -0.725 1.6 1.1 -1.9
H -0.436 2.127 -2.452 0.1 -0.4 1.0

---

# 4
13
Properties=species:S:1:pos:R:3:forces:R:3 method="wB97M-V/def2-TZVPD" de_lowest_kj_mol=190.92 smiles="C=CC1(F)CC1" orbital_gap_ev=10.14 multiplicity=1 lumo_energy_ev=1.09 mol_weight_g_mol=86.11 total_charge=0
C -0.277 -1.970 -1.067 -1.3 -1.0 0.4
C 0.094 -1.167 -0.065 0.2 0.4 -1.3
C -0.199 0.237 0.048 -1.9 1.7 0.1
F -1.307 0.453 -0.796 -0.1 0.9 0.5
C 0.719 1.441 0.008 -0.4 -2.8 1.2
C -0.147 1.272 1.238 0.6 -1.6 -0.5
H -0.102 -3.093 -1.013 0.1 1.7 -0.3
H -1.042 -1.590 -1.802 1.1 -0.6 0.8
H 0.802 -1.319 0.661 1.7 -1.8 1.7
H 0.455 1.881 -0.883 -0.2 2.0 -1.4
H 1.700 1.035 0.105 1.0 0.6 0.1
H 0.398 1.072 2.199 -0.6 -0.1 -1.2
H -1.094 1.747 1.368 -0.2 0.6 -0.1

---

# 5
13
Properties=species:S:1:pos:R:3:forces:R:3 method="wB97M-V/def2-TZVPD" de_lowest_kj_mol=302.78 smiles=CC#CCCF orbital_gap_ev=10.61 multiplicity=1 lumo_energy_ev=0.74 mol_weight_g_mol=86.11 total_charge=0
C 2.503 0.875 -1.710 -2.1 0.1 -5.1
C 1.174 0.408 -1.223 0.6 -2.4 2.4
C 0.459 -0.378 -0.577 2.2 3.1 -3.6
C -0.667 -0.927 0.063 1.1 -5.2 2.3
C -0.997 0.008 1.079 -2.4 6.6 3.1
F -2.268 -0.136 1.945 2.7 -0.4 -2.2
H 3.239 1.241 -1.120 1.9 0.1 3.2
H 2.981 0.055 -2.426 -1.1 1.9 1.4
H 2.389 1.900 -2.271 -0.2 -2.1 0.1
H -1.472 -1.321 -0.492 -0.9 0.1 -1.2
H -0.275 -1.879 0.638 -0.7 1.3 -1.1
H -1.099 1.090 0.549 -0.4 -2.4 1.3
H -0.191 0.222 1.823 -0.7 -0.7 -0.5

---

# 6
13
Properties=species:S:1:pos:R:3:forces:R:3 method="wB97M-V/def2-TZVPD" de_lowest_kj_mol=151.54 smiles="C=C(C)C(=C)F" orbital_gap_ev=10.18 multiplicity=1 lumo_energy_ev=1.01 mol_weight_g_mol=86.11 total_charge=0
C -1.691 -0.693 -0.123 0.4 1.4 -0.4
C -0.607 0.061 -0.067 1.9 -3.0 2.4
C -0.143 0.976 -1.139 -0.6 0.3 -1.8
C 0.469 -0.568 1.033 -0.9 4.1 -2.4
C 1.732 -0.099 1.014 -0.2 -2.2 1.4
F -0.123 -1.240 2.047 0.9 0.3 -0.8
H -2.356 -0.432 -0.923 -0.9 -0.5 0.0
H -1.764 -1.456 0.613 -0.8 -0.6 0.1
H 0.663 1.656 -0.817 -0.3 -0.4 -0.4
H -0.967 1.597 -1.651 0.9 -0.8 1.3
H 0.122 0.264 -1.983 0.5 1.1 0.8
H 2.411 -0.453 1.790 -0.2 0.1 0.0
H 2.255 0.386 0.207 -0.7 0.2 -0.3

---

# 7
17
Properties=species:S:1:pos:R:3:forces:R:3 method="wB97M-V/def2-TZVPD" de_lowest_kj_mol=0.00 smiles=C[C@]12O[C@@]1(C)O2.FC(F)I orbital_gap_ev="7.96 / 7.96" multiplicity=1 lumo_energy_ev="0.38 / 0.38" mol_weight_g_mol=264.01 total_charge=0
C 0.666 2.496 0.343 -2.5 0.8 2.7
C 0.965 1.063 0.579 0.3 3.1 0.5
O 0.095 0.137 0.449 -0.9 -2.4 -0.3
C 1.146 -0.615 -0.189 -0.5 -2.3 -0.8
C 1.416 -2.063 0.299 0.6 2.3 1.1
O 2.005 0.442 0.115 1.3 -0.6 -0.3
H -0.412 2.606 -0.185 2.7 0.0 1.4
H 1.444 2.941 -0.190 1.1 0.6 -1.4
H 0.778 3.071 1.379 -1.0 -1.0 -2.1
H 2.468 -2.364 0.130 -0.6 0.3 -0.1
H 0.736 -2.786 -0.086 -0.5 -0.3 -0.8
H 1.224 -2.018 1.374 0.3 -0.4 0.3
F -3.876 -0.637 -0.743 -0.2 0.2 -0.6
C -2.523 -0.627 -0.699 -0.9 -1.0 2.0
F -2.156 -1.934 -0.646 0.4 0.1 -0.8
I -1.705 0.532 -2.208 0.1 0.1 -0.9
H -2.270 -0.245 0.278 0.4 0.6 0.0

---

# 8
19
Properties=species:S:1:pos:R:3:forces:R:3 method="wB97M-V/def2-TZVPD" de_lowest_kj_mol=96.66 smiles="CC(C)=COS(=O)(=O)C(F)(F)F" orbital_gap_ev=8.53 multiplicity=1 lumo_energy_ev=-0.67 mol_weight_g_mol=204.17 total_charge=0
C 2.452 0.808 -0.477 1.0 -0.2 -1.2
C 1.032 0.607 -0.954 -1.3 -0.3 0.2
C 0.897 -0.144 -2.245 0.3 1.0 -0.9
C -0.049 0.945 -0.194 4.2 0.7 2.2
O -1.322 0.472 -0.318 -2.0 -1.0 1.7
S -2.257 0.090 1.149 -2.8 5.6 0.4
O -2.115 1.231 2.076 2.0 -2.7 -1.2
O -3.667 0.027 0.828 1.8 -1.8 -1.3
C -1.716 -1.538 1.957 -1.9 -0.1 1.0
F -0.432 -1.440 2.090 0.7 -0.8 -0.1
F -2.148 -2.616 1.247 1.0 1.7 1.2
F -2.300 -1.528 3.226 0.9 -0.3 -2.6
H 2.876 -0.090 0.034 -0.8 0.6 0.1
H 2.692 1.721 0.059 -0.3 0.0 0.4
H 3.100 0.835 -1.376 -0.3 0.3 0.2
H 1.614 -0.953 -2.307 -0.2 -0.5 0.2
H 1.146 0.447 -3.189 -0.3 -0.2 1.4
H -0.132 -0.437 -2.338 -0.3 -0.6 -0.3
H 0.331 1.562 0.732 -1.9 -1.2 -1.4